Record 1
A structure of composition C26H28CoN3O2, computed with ωB97M-V/def2-TZVPD.

Values from the calculation:
Gap between HOMO and LUMO (spin up / spin down) in hartree: 0.2323 / 0.2311
E in eV: -73611.040
E_HOMO (spin up / spin down) in eV: -3.364 / -3.319
LUMO energy (spin up / spin down) in Eh: 0.1087 / 0.1091

Structure (ORCA input):
```
! RIJCOSX wB97M-V def2-TZVPD def2/J DEFGRID3
* xyz -1 2
Co -0.25349 -0.32112 -0.94202
O -0.34091 -2.17548 -1.25849
C 0.58736 -2.90503 -1.79216
C 0.50246 -4.31847 -1.67400
C 1.43601 -5.14845 -2.23866
C 2.52144 -4.63501 -2.96920
C 2.62545 -3.27277 -3.10411
C 1.69427 -2.39259 -2.52905
C 1.90120 -0.97514 -2.74291
N 1.24418 -0.07100 -2.12902
N 1.52857 1.27030 -2.43869
C 0.58159 2.00360 -1.91181
O -0.45718 1.56939 -1.29577
C 0.71699 3.48903 -2.07096
C -0.37086 4.30548 -1.79751
C -0.25793 5.68484 -1.92191
C 0.94888 6.25139 -2.30985
C 2.04148 5.43557 -2.57606
C 1.92502 4.05752 -2.45769
H -0.33286 -4.70977 -1.10720
H 1.33343 -6.22102 -2.11555
H 3.25728 -5.29252 -3.41242
H 3.45291 -2.84805 -3.66412
H 2.66605 -0.65469 -3.45204
H -1.29481 3.84216 -1.47814
H -1.11089 6.31693 -1.70823
H 1.04070 7.32730 -2.39777
H 2.98765 5.87325 -2.87011
H 2.76226 3.40388 -2.66134
C -4.76794 -0.64011 0.08913
C -3.68344 -0.60637 1.13742
C -4.00107 -0.70562 2.49526
C -2.96902 -0.66227 3.42583
C -3.28185 -0.75599 4.90125
C -1.64206 -0.53219 3.03675
C -1.25608 -0.44276 1.66380
C -2.36735 -0.47861 0.76423
N -0.05014 -0.32484 1.08349
C 1.26949 -0.30317 1.70417
C 2.07393 -1.49081 1.15602
C 1.96444 0.99962 1.28096
C 1.33904 -0.38018 3.23317
H -5.75317 -0.71982 0.55035
H -4.63839 -1.49060 -0.58381
H -4.75174 0.26388 -0.52374
H -5.03266 -0.80906 2.81439
H -4.35533 -0.84882 5.07169
H -2.93139 0.13055 5.43548
H -2.79280 -1.62180 5.35440
H -0.90927 -0.49766 3.82542
H -2.15982 -0.38816 -0.30649
H 2.11893 -1.45488 0.06728
H 1.59523 -2.43080 1.44097
H 3.09871 -1.48328 1.54153
H 2.04162 1.05997 0.19428
H 2.97463 1.06238 1.69891
H 1.38487 1.85821 1.62768
H 0.90197 -1.30321 3.61473
H 0.85166 0.47245 3.70824
H 2.39272 -0.36562 3.52401
*
```

Record 2
A cluster of 14 separate species, H28O14 in total, computed with ωB97M-V/def2-TZVPD.

Values from the calculation:
Gap between HOMO and LUMO in hartree: 0.3444
E in eV: -29119.246
E_HOMO in eV: -9.764
Energy relative to the best compared isomer or geometry (same formula, charge and spin) in kcal/mol: 55.49
LUMO energy in Eh: -0.0144

Structure (ORCA input):
```
! RIJCOSX wB97M-V def2-TZVPD def2/J DEFGRID3
* xyz 0 1
O 3.10300 5.50900 -6.25600
H 2.75900 4.65200 -6.15200
H 3.85100 5.57000 -5.64500
O 1.86400 3.96700 -4.20500
H 1.14900 4.16500 -4.83100
H 2.32100 4.73800 -3.93800
O 5.33700 5.63900 -4.74100
H 5.27900 5.18000 -3.92100
H 5.83400 6.40600 -4.62800
O 6.00500 7.11100 -2.37500
H 6.43900 6.63200 -1.69000
H 5.54100 7.87300 -1.95500
O 4.16200 8.57900 -4.31100
H 5.08900 8.41000 -4.36600
H 4.08000 9.52500 -4.52100
O 7.95900 4.29400 -3.47800
H 8.60400 4.04900 -2.85300
H 7.26400 3.60400 -3.47900
O 6.78700 5.84800 -8.14800
H 7.73300 5.85000 -8.37500
H 6.77900 6.02200 -7.21500
O 4.59200 4.10300 -2.74800
H 4.25300 4.40300 -1.89000
H 4.01800 3.37400 -2.98800
O 6.41200 2.20200 -3.22600
H 6.74700 1.79600 -2.37900
H 5.77900 2.78900 -2.83200
O 6.59900 7.95800 -5.44000
H 6.50500 8.56800 -6.17700
H 7.53900 7.68000 -5.51800
O 7.30300 3.27500 -6.11400
H 8.24000 3.24400 -6.37900
H 7.36400 3.79000 -5.30700
O 4.35500 7.82400 -7.43300
H 4.15800 7.96200 -8.35000
H 4.79400 6.96800 -7.35800
O 8.58200 7.98200 -3.22400
H 7.81200 7.44800 -3.25800
H 8.26100 8.78600 -2.88600
O 2.89700 6.64100 -2.95400
H 3.31000 6.16400 -2.26500
H 3.66700 6.96700 -3.44800
*
```